No. 1
{"formula": "C37H37Br4N4O5SV", "method": "ωB97M-V with the def2-TZVPD basis set", "spin_multiplicity": 2, "max_force_ev_per_a": 1.85, "total_charge": -1, "e_homo_ev": [-3.7619, -3.7623], "symbols": ["V", "C", "C", "C", "N", "C", "C", "C", "C", "C", "C", "C", "N", "C", "C", "C", "N", "C", "C", "C", "C", "C", "C", "C", "N", "C", "C", "H", "H", "H", "H", "H", "H", "H", "H", "H", "H", "H", "H", "H", "H", "H", "H", "H", "H", "H", "H", "H", "H", "H", "H", "H", "H", "Br", "C", "C", "Br", "C", "Br", "C", "O", "C", "O", "C", "Br", "C", "S", "C", "O", "H", "H", "H", "H", "H", "H", "O", "C", "O", "C", "C", "C", "C", "C", "C", "H", "H", "H", "H", "H"], "xyz": [[-0.121, -0.326, -0.594], [-3.224, 2.305, -1.120], [-3.339, 2.141, 0.393], [-2.290, 1.237, 1.050], [-1.974, 0.036, 0.273], [-2.828, -0.942, 0.218], [-4.079, -0.943, 0.911], [-5.201, -1.689, 0.697], [-5.437, -2.710, -0.241], [-4.484, -3.326, -1.005], [-3.097, -3.126, -1.048], [-2.306, -2.139, -0.471], [-0.966, -2.114, -0.537], [-0.232, -3.331, -0.855], [0.326, -3.355, -2.273], [1.279, -2.183, -2.466], [0.594, -0.903, -2.373], [0.357, -0.167, -3.437], [0.458, -0.664, -4.756], [0.404, -0.023, -5.976], [0.283, 1.328, -6.269], [0.122, 2.339, -5.340], [-0.044, 2.284, -3.965], [-0.073, 1.197, -3.073], [-0.367, 1.311, -1.783], [-0.666, 2.637, -1.247], [-2.058, 3.169, -1.588], [-4.148, 2.761, -1.489], [-3.162, 1.322, -1.595], [-4.340, 1.766, 0.620], [-3.267, 3.124, 0.871], [-2.602, 0.933, 2.050], [-1.356, 1.753, 1.238], [-4.144, -0.213, 1.706], [-6.042, -1.440, 1.336], [-6.454, -3.074, -0.322], [-4.838, -4.127, -1.647], [-2.563, -3.837, -1.665], [-0.859, -4.203, -0.660], [0.609, -3.391, -0.158], [-0.481, -3.314, -3.012], [0.873, -4.289, -2.420], [1.830, -2.257, -3.404], [2.026, -2.198, -1.667], [0.588, -1.736, -4.821], [0.497, -0.682, -6.833], [0.327, 1.615, -7.312], [0.090, 3.344, -5.748], [-0.182, 3.251, -3.506], [0.094, 3.344, -1.596], [-0.527, 2.594, -0.172], [-2.144, 3.298, -2.670], [-2.144, 4.168, -1.146], [3.200, 0.310, 7.163], [2.098, 0.228, 5.625], [0.741, -0.034, 5.729], [-0.051, -0.318, 7.428], [-0.039, -0.093, 4.578], [-1.898, -0.489, 4.653], [0.475, 0.099, 3.271], [-0.245, -0.032, 2.233], [1.880, 0.411, 3.188], [2.446, 0.710, 2.017], [2.639, 0.432, 4.348], [4.490, 0.801, 4.130], [1.476, 5.115, 0.619], [1.651, 3.520, 1.461], [3.349, 3.217, 0.925], [1.687, 3.879, 2.905], [2.238, 5.792, 1.005], [0.484, 5.499, 0.857], [1.583, 4.986, -0.459], [3.796, 4.121, 0.511], [3.364, 2.384, 0.223], [3.864, 2.895, 1.827], [3.579, 0.114, 0.058], [2.716, -0.377, 0.765], [1.341, -0.322, 0.173], [2.877, -1.673, 1.514], [1.799, -2.383, 2.030], [2.021, -3.564, 2.726], [3.312, -4.037, 2.911], [4.388, -3.320, 2.400], [4.171, -2.142, 1.704], [0.795, -1.990, 1.913], [1.178, -4.104, 3.143], [3.482, -4.952, 3.465], [5.399, -3.677, 2.553], [4.991, -1.560, 1.306]], "forces_ev_per_a": [[0.73, 0.17, 0.69], [0.00, 0.02, 0.00], [0.00, 0.02, 0.00], [0.01, -0.03, 0.00], [-0.23, 0.04, -0.18], [0.06, 0.03, 0.04], [-0.02, -0.01, 0.01], [0.01, 0.00, 0.01], [-0.02, 0.00, 0.01], [0.03, -0.01, 0.01], [0.03, -0.08, 0.01], [0.00, 0.04, 0.02], [-0.12, -0.10, -0.03], [0.01, 0.01, -0.02], [0.00, 0.00, 0.02], [0.02, 0.01, 0.01], [-0.11, -0.11, -0.17], [0.01, 0.00, 0.04], [0.01, -0.02, -0.05], [0.01, -0.01, 0.02], [0.00, 0.01, 0.00], [0.00, -0.01, 0.00], [0.01, 0.02, -0.02], [-0.02, 0.01, 0.04], [0.02, 0.09, -0.04], [0.01, -0.04, 0.01], [-0.01, -0.01, -0.04], [0.01, 0.00, -0.01], [0.00, -0.01, 0.01], [0.01, -0.03, -0.02], [-0.02, 0.00, 0.01], [-0.01, 0.02, 0.01], [0.00, 0.00, -0.02], [-0.01, 0.01, 0.00], [0.00, 0.00, 0.00], [0.00, -0.01, 0.00], [0.00, 0.00, 0.00], [0.00, 0.01, -0.01], [0.01, -0.01, 0.00], [0.00, 0.01, 0.00], [-0.01, 0.01, 0.00], [0.00, 0.00, -0.01], [-0.01, -0.01, 0.00], [0.00, 0.01, 0.01], [-0.01, 0.00, 0.01], [0.00, 0.00, 0.00], [0.00, 0.00, 0.00], [0.00, 0.00, 0.00], [-0.01, 0.00, -0.01], [0.01, 0.02, 0.00], [0.01, 0.01, -0.02], [0.01, 0.03, 0.01], [0.00, -0.01, 0.02], [-0.02, -0.01, -0.02], [0.10, 0.00, 0.01], [-0.06, 0.00, -0.06], [0.00, 0.00, 0.00], [-0.04, -0.05, 0.07], [0.03, 0.00, -0.01], [0.01, -0.02, -0.09], [-0.10, 0.06, 0.02], [-0.07, -0.16, 0.29], [-0.13, -0.08, -0.46], [0.09, 0.08, -0.02], [-0.04, -0.01, 0.01], [-0.11, -0.02, -0.08], [0.11, 0.10, 0.09], [0.01, 0.02, 0.00], [-0.02, 0.00, 0.00], [-0.01, -0.01, 0.01], [0.00, 0.00, -0.02], [0.01, 0.00, 0.00], [0.01, 0.00, 0.06], [0.01, -0.01, -0.03], [0.02, -0.04, 0.00], [0.06, -0.32, -0.53], [0.42, 0.97, 1.51], [-0.63, -0.22, -0.75], [-0.10, -0.30, -0.39], [-0.01, -0.05, 0.02], [0.01, 0.03, 0.02], [0.03, 0.02, -0.01], [-0.02, -0.03, 0.04], [0.00, 0.00, -0.02], [0.03, -0.05, -0.01], [0.00, 0.00, 0.00], [0.00, -0.01, 0.00], [0.00, 0.00, 0.00], [0.00, 0.00, -0.02]]}


No. 2
{"formula": "CH3FP2", "method": "ωB97M-V with the def2-TZVPD basis set", "smiles": "F/P=C\\P", "max_force_ev_per_a": 3.77, "e_homo_ev": -8.7199, "symbols": ["F", "P", "C", "P", "H", "H", "H"], "xyz": [[2.324, 0.742, -0.614], [1.384, -0.451, -1.255], [-0.061, -0.580, -0.327], [-1.073, 0.684, 0.406], [-0.610, -1.381, -0.786], [-1.827, -0.174, 1.049], [-0.138, 1.160, 1.526]], "forces_ev_per_a": [[-1.12, -0.57, -0.36], [-0.84, -0.19, 1.87], [2.79, 1.09, -2.29], [2.45, 2.48, 0.29], [-0.36, -0.53, -0.16], [-1.58, -1.49, 1.88], [-1.33, -0.79, -1.23]]}


No. 3
{"formula": "C3H10NO2", "method": "ωB97M-V with the def2-TZVPD basis set", "smiles": "C[N+](C)(C)OO", "max_force_ev_per_a": 4.88, "total_charge": 1, "e_homo_ev": -16.0514, "symbols": ["C", "N", "C", "C", "O", "O", "H", "H", "H", "H", "H", "H", "H", "H", "H", "H"], "xyz": [[1.271, 0.874, -0.322], [0.041, 0.115, 0.007], [-0.268, -0.723, -1.213], [0.249, -0.685, 1.272], [-0.882, 1.099, 0.079], [-2.324, 0.425, 0.504], [2.127, 0.125, -0.230], [1.248, 1.388, -1.280], [1.506, 1.713, 0.432], [-1.119, -1.468, -0.913], [-0.459, -0.239, -2.204], [0.641, -1.326, -1.342], [-0.701, -1.245, 1.493], [1.112, -1.194, 1.002], [0.442, -0.079, 2.126], [-2.881, 1.221, 0.589]], "forces_ev_per_a": [[2.88, 1.03, 1.71], [-0.07, -0.08, -1.45], [-0.77, -3.22, 0.47], [-2.71, 0.12, -0.45], [-4.50, 0.97, 1.62], [3.20, 0.38, -0.88], [-1.14, 1.12, -0.49], [-0.37, -0.56, -0.19], [-0.79, -1.52, -0.76], [1.48, 1.63, -0.73], [-0.02, 0.44, 1.51], [-0.34, -0.04, -0.05], [1.30, 0.16, -0.53], [1.20, -1.81, 0.11], [0.18, 1.02, 0.25], [0.49, 0.35, -0.14]]}


No. 4
{"formula": "C6H7ClF2", "method": "ωB97M-V with the def2-TZVPD basis set", "smiles": "C=CC(=C)F.F/C=C/Cl", "max_force_ev_per_a": 0.92, "e_homo_ev": -9.1911, "symbols": ["C", "C", "C", "C", "F", "H", "H", "H", "H", "H", "F", "C", "C", "Cl", "H", "H"], "xyz": [[-2.883, 1.909, -0.108], [-2.126, 1.055, 0.576], [-1.959, -0.352, 0.206], [-1.222, -1.255, 0.843], [-2.646, -0.708, -0.899], [-2.982, 2.945, 0.199], [-3.424, 1.596, -0.994], [-1.582, 1.370, 1.465], [-0.668, -0.976, 1.731], [-1.162, -2.278, 0.490], [1.047, -2.151, -0.102], [1.269, -0.834, -0.204], [2.473, -0.333, 0.025], [2.776, 1.361, -0.101], [0.390, -0.263, -0.482], [3.322, -0.945, 0.302]], "forces_ev_per_a": [[0.08, -0.01, 0.06], [0.00, 0.08, -0.07], [-0.06, -0.03, 0.55], [-0.90, -0.05, 0.12], [0.02, -0.08, -0.10], [0.03, -0.14, -0.01], [0.05, 0.01, 0.08], [-0.09, -0.06, -0.15], [-0.11, 0.01, -0.13], [-0.11, 0.21, 0.09], [0.38, -0.18, -0.10], [0.57, 0.65, -0.32], [-0.15, -0.32, 0.02], [-0.05, -0.05, -0.01], [0.42, -0.13, -0.06], [-0.08, 0.07, 0.00]]}


No. 5
{"formula": "C5H8N2", "method": "ωB97M-V with the def2-TZVPD basis set", "smiles": "CCn1ccnc1", "max_force_ev_per_a": 0.47, "e_homo_ev": -8.7972, "symbols": ["C", "C", "N", "C", "C", "N", "C", "H", "H", "H", "H", "H", "H", "H", "H"], "xyz": [[-1.913, 0.337, -0.361], [-0.988, -0.690, 0.302], [0.385, -0.216, 0.565], [1.409, -0.846, -0.117], [2.345, 0.095, -0.397], [1.979, 1.302, 0.170], [0.818, 1.084, 0.732], [-2.851, -0.180, -0.582], [-2.154, 1.213, 0.253], [-1.514, 0.691, -1.319], [-0.891, -1.528, -0.395], [-1.439, -1.142, 1.190], [1.316, -1.898, -0.353], [3.203, -0.026, -1.048], [0.297, 1.802, 1.363]], "forces_ev_per_a": [[-0.06, -0.08, -0.01], [-0.23, -0.16, 0.18], [0.05, 0.09, -0.32], [-0.19, -0.03, -0.38], [0.03, -0.11, -0.04], [-0.06, -0.16, 0.18], [-0.06, -0.11, -0.02], [0.01, 0.12, 0.05], [0.20, -0.27, 0.02], [0.10, -0.09, 0.26], [0.09, 0.17, 0.09], [0.01, 0.42, 0.15], [0.11, 0.24, -0.17], [0.06, 0.14, 0.45], [-0.06, -0.18, -0.43]]}


No. 6
{"formula": "C15H21CoN5O3SSe", "method": "ωB97M-V with the def2-TZVPD basis set", "spin_multiplicity": 5, "max_force_ev_per_a": 2.92, "total_charge": 1, "e_homo_ev": [-11.1059, -11.3520], "symbols": ["Co", "O", "C", "C", "C", "C", "C", "C", "C", "C", "N", "H", "H", "H", "H", "H", "H", "H", "H", "H", "H", "H", "O", "N", "O", "C", "N", "C", "N", "S", "H", "H", "H", "H", "H", "H", "Se", "C", "C", "C", "N", "C", "C", "H", "H", "H", "H"], "xyz": [[-6.999, -9.995, 12.170], [-7.829, -9.926, 13.934], [-7.137, -9.451, 15.141], [-6.688, -7.997, 14.875], [-5.429, -7.885, 13.995], [-5.515, -7.643, 12.502], [-4.556, -6.782, 11.894], [-4.673, -6.450, 10.588], [-5.706, -7.025, 9.807], [-6.629, -7.786, 10.400], [-6.493, -8.172, 11.723], [-8.682, -10.636, 14.309], [-6.282, -10.138, 15.456], [-7.899, -9.405, 15.925], [-6.449, -7.539, 15.858], [-7.510, -7.423, 14.460], [-4.915, -8.887, 14.129], [-4.702, -7.145, 14.338], [-3.847, -6.388, 12.642], [-4.002, -5.713, 10.228], [-5.796, -6.771, 8.753], [-7.443, -8.221, 9.864], [-5.278, -10.756, 11.370], [-5.292, -11.728, 10.633], [-8.095, -11.421, 11.362], [-11.369, -13.764, 11.938], [-10.562, -13.273, 13.061], [-10.582, -12.007, 13.480], [-11.155, -11.045, 12.720], [-9.799, -11.701, 15.032], [-11.474, -14.845, 12.082], [-10.855, -13.673, 10.990], [-12.324, -13.218, 11.838], [-10.074, -13.952, 13.632], [-11.142, -11.133, 11.721], [-11.166, -10.127, 13.140], [-7.232, -12.928, 10.928], [-7.282, -12.591, 8.994], [-7.021, -11.345, 8.418], [-6.672, -11.363, 7.049], [-6.850, -12.427, 6.295], [-7.226, -13.611, 6.824], [-7.486, -13.768, 8.199], [-6.867, -10.421, 8.992], [-6.355, -10.470, 6.498], [-7.080, -14.434, 6.154], [-7.872, -14.711, 8.594]], "forces_ev_per_a": [[-1.13, -1.17, 0.41], [0.02, -0.67, 1.39], [-0.17, 0.45, -0.81], [0.55, -0.14, 0.62], [0.82, -1.70, -0.30], [-0.58, 0.44, -1.51], [-0.89, -0.68, 2.48], [-0.46, -0.47, -0.30], [1.19, 1.85, -0.74], [0.47, -1.43, 1.99], [0.42, 1.46, -0.08], [1.12, 0.72, -0.51], [-1.09, 0.85, -0.53], [0.18, -0.29, 0.06], [-0.08, -0.25, -0.52], [-0.24, -0.04, -0.05], [-0.10, 0.96, -0.20], [-0.32, -0.11, 0.30], [-0.04, 0.16, -1.08], [0.50, 0.36, -0.80], [-0.01, 0.00, 0.24], [-0.47, -0.22, -0.17], [0.02, -0.58, -0.20], [0.60, 0.20, 0.53], [0.83, -0.83, 0.40], [0.21, -0.29, 0.09], [-0.83, 0.62, -0.61], [0.98, -0.35, 0.70], [0.48, -0.65, 1.14], [-0.91, -0.01, -1.00], [-0.51, 0.35, 0.04], [0.38, 0.29, -0.28], [0.33, -0.49, 0.41], [-0.13, 0.38, 0.01], [-0.12, 0.02, -0.23], [0.03, -0.07, -0.26], [-1.10, 2.43, -1.19], [-0.81, -1.72, -0.18], [1.27, -0.43, -0.16], [-1.61, 0.28, 0.41], [0.55, -1.14, -0.23], [0.75, 1.24, 1.03], [0.33, 1.66, -0.55], [-0.15, -0.66, -0.11], [-0.08, -0.17, 0.48], [-0.72, -0.49, -0.24], [0.52, 0.32, 0.07]]}


No. 7
{"formula": "C20H26N2O2S", "method": "ωB97M-V with the def2-TZVPD basis set", "smiles": "CNC(=O)[C@H](CS)NC(C)=O.Cc1cccc(-c2cccc(C)c2)c1", "max_force_ev_per_a": 1.33, "e_homo_ev": -8.6849, "symbols": ["C", "N", "C", "O", "C", "C", "S", "N", "C", "C", "O", "H", "H", "H", "H", "H", "H", "H", "H", "H", "H", "H", "H", "C", "C", "C", "C", "C", "C", "C", "C", "C", "C", "C", "C", "C", "C", "H", "H", "H", "H", "H", "H", "H", "H", "H", "H", "H", "H", "H", "H"], "xyz": [[-2.675, -0.458, 4.987], [-3.203, -0.113, 3.669], [-2.493, -0.133, 2.535], [-1.307, -0.460, 2.521], [-3.209, 0.309, 1.236], [-2.276, 0.421, 0.017], [-1.299, 1.950, 0.101], [-3.934, 1.580, 1.372], [-5.104, 1.739, 1.987], [-5.700, 3.126, 1.971], [-5.685, 0.823, 2.554], [-2.312, -1.488, 4.980], [-3.455, -0.354, 5.743], [-1.844, 0.204, 5.235], [-4.181, 0.152, 3.595], [-3.937, -0.476, 1.023], [-1.610, -0.444, -0.030], [-2.882, 0.443, -0.889], [-0.437, 1.507, 1.029], [-3.503, 2.388, 0.950], [-6.636, 3.116, 2.528], [-5.893, 3.423, 0.941], [-5.007, 3.826, 2.434], [4.466, -3.716, 0.748], [4.353, -3.019, -0.581], [4.957, -3.568, -1.720], [4.840, -2.931, -2.961], [4.115, -1.741, -3.067], [3.512, -1.181, -1.935], [2.752, 0.056, -2.050], [3.354, 1.289, -1.776], [2.622, 2.472, -1.909], [1.287, 2.423, -2.324], [0.676, 1.194, -2.607], [-0.743, 1.132, -3.103], [1.416, 0.015, -2.459], [3.632, -1.824, -0.698], [3.723, -4.517, 0.814], [4.296, -3.014, 1.570], [5.463, -4.151, 0.868], [5.518, -4.494, -1.644], [5.310, -3.362, -3.840], [4.019, -1.246, -4.028], [4.393, 1.322, -1.461], [3.091, 3.427, -1.693], [0.725, 3.346, -2.428], [-0.751, 1.051, -4.193], [-1.257, 0.261, -2.687], [-1.297, 2.033, -2.821], [0.957, -0.945, -2.677], [3.152, -1.388, 0.174]], "forces_ev_per_a": [[0.30, -0.02, -0.57], [-1.06, 0.23, 0.21], [1.30, 0.22, 0.15], [-0.29, -0.01, -0.28], [-0.48, 0.11, 0.00], [0.01, -0.13, 0.80], [0.33, -0.07, -0.23], [0.61, -0.31, -0.39], [-0.95, 0.05, 0.45], [0.06, -0.11, -0.07], [-0.05, -0.43, 0.20], [0.03, 0.08, 0.10], [0.00, 0.02, -0.25], [0.01, -0.10, 0.06], [0.06, -0.14, -0.04], [-0.21, 0.00, 0.01], [-0.09, 0.18, 0.06], [0.07, 0.17, 0.04], [-0.09, 0.01, 0.03], [0.20, -0.04, 0.11], [0.15, -0.04, -0.08], [0.01, 0.19, -0.03], [0.01, 0.16, -0.07], [0.06, 0.08, 0.03], [-0.01, 0.20, -0.28], [-0.25, 0.46, -0.21], [-0.22, 0.13, 0.45], [0.15, -0.33, 0.23], [0.64, -1.12, 0.10], [-0.62, 1.09, -0.12], [-0.38, 0.19, -0.05], [-0.29, -0.44, -0.12], [0.43, -0.39, 0.03], [0.32, 0.10, 0.06], [0.03, 0.08, -0.02], [0.18, 0.64, 0.04], [0.34, -0.34, -0.46], [0.10, 0.03, 0.10], [-0.01, -0.16, -0.09], [-0.17, -0.02, 0.03], [-0.04, 0.08, 0.05], [-0.05, 0.05, 0.10], [0.00, -0.01, 0.12], [-0.11, -0.04, -0.03], [-0.06, -0.10, -0.03], [-0.01, -0.11, 0.01], [-0.09, -0.03, 0.06], [0.01, 0.08, -0.12], [0.07, -0.14, -0.08], [0.01, 0.04, 0.02], [0.06, -0.04, -0.04]]}